The following is a quantum chemistry calculation of a cluster of 16 separate species, H32O16 in total in a non-equilibrium geometry, from OMol25.

* LUMO: -0.877 eV
* total energy: -1223.0280 Eh
* gap between HOMO and LUMO: 9.2 eV
* relative energy (zero: lowest compared OMol25 entry of this formula, charge and spin): 107.19 kcal/mol

Each line ends with the Löwdin charge.
Geometry (Å):
O: 12.21 -9.14 7.13  -0.0445
H: 12.87 -8.71 7.65  0.0230
H: 11.57 -9.52 7.71  -0.0361
O: 9.25 -10.85 11.11  -0.0436
H: 8.66 -10.44 10.48  0.0011
H: 9.07 -10.44 11.95  0.0661
O: 5.75 -10.19 8.15  -0.0290
H: 5.00 -9.62 8.05  0.0697
H: 5.48 -10.87 7.47  0.1260
O: 6.45 -9.74 11.86  -0.0249
H: 6.91 -10.00 12.66  0.0685
H: 6.44 -10.44 11.23  -0.0319
O: 9.77 -10.74 6.80  -0.0136
H: 9.68 -9.98 6.24  0.0043
H: 9.49 -11.49 6.32  0.0445
O: 7.47 -10.42 5.24  -0.0483
H: 7.48 -11.23 5.76  0.0583
H: 8.15 -10.44 4.52  0.1057
O: 8.77 -12.89 9.16  -0.0353
H: 9.17 -12.32 9.81  -0.0127
H: 9.00 -13.77 9.44  0.0588
O: 11.40 -9.56 9.78  -0.0447
H: 10.61 -9.83 10.27  0.0038
H: 11.95 -9.15 10.46  0.0689
O: 6.05 -7.05 8.58  -0.0519
H: 5.35 -7.64 8.90  0.0407
H: 6.48 -7.63 7.93  -0.0145
O: 11.55 -12.44 8.75  -0.0279
H: 11.70 -12.03 9.58  0.0014
H: 10.99 -11.80 8.34  -0.0270
O: 6.94 -8.00 6.27  -0.0473
H: 6.38 -7.45 5.71  0.0932
H: 6.80 -8.91 5.99  0.0166
O: 9.69 -7.34 8.42  -0.0458
H: 9.20 -8.11 8.75  -0.0079
H: 9.15 -6.56 8.42  0.0530
O: 6.29 -11.89 10.19  -0.0128
H: 6.89 -12.47 9.82  -0.0291
H: 6.04 -11.21 9.57  -0.0079
O: 8.31 -9.64 8.76  -0.0638
H: 7.42 -9.95 8.45  0.0315
H: 8.95 -10.04 8.17  0.0085
O: 9.57 -8.07 5.71  -0.0568
H: 8.62 -8.14 5.78  -0.0285
H: 9.78 -7.73 6.58  -0.0106
O: 7.43 -7.34 11.00  -0.0503
H: 7.07 -8.17 11.31  -0.0370
H: 7.20 -7.40 10.10  -0.0598